Record 1
Below is a structure of composition C40H49CoN3O4PS2Si, with properties calculated with ωB97M-V/def2-TZVPD.

Properties
Charge   +2
HOMO energy (spin up / spin down)   -13.77 / -13.77 eV
Total energy   -131394.5889 eV
2S+1   5
Energy above the lowest of the compared OMol25 structures with the same formula, charge and spin   10.2 kJ/mol
Frontier orbital gap (spin up / spin down)   0.3178 / 0.2308 Ha

Cartesian coordinates (Å):
Co 0.5266 1.8341 0.7866
N 4.2508 3.4714 1.0213
C 4.7883 2.2720 0.5591
C 6.1030 1.8544 0.3871
C 6.2743 0.5660 -0.0700
C 5.1791 -0.2745 -0.3406
C 3.8779 0.1456 -0.1670
C 3.6947 1.4479 0.2947
N 2.5286 2.1569 0.5850
C 2.9167 3.3446 1.0149
C 1.9142 4.3037 1.4740
C 1.9816 5.6398 1.6938
S 0.4503 6.2209 2.1723
C -0.1935 4.6588 2.0451
N 0.6692 3.7478 1.6839
H 4.7717 4.2787 1.3264
H 6.9443 2.5006 0.5937
H 7.2758 0.1900 -0.2234
H 5.3704 -1.2773 -0.6941
H 3.0389 -0.5045 -0.3811
H 2.8245 6.3013 1.5846
H -1.2285 4.4449 2.2606
O -1.1110 2.3282 -0.0843
P -2.0509 2.4930 -1.2800
C -1.7145 4.0846 -2.0342
C -0.5211 4.7422 -1.7423
C -0.2286 5.9551 -2.3487
C -1.1267 6.5142 -3.2458
C -2.3182 5.8636 -3.5388
C -2.6130 4.6517 -2.9374
C -3.7321 2.4546 -0.6945
C -4.7995 2.2647 -1.5745
C -6.1000 2.3142 -1.0993
C -6.3390 2.5403 0.2496
C -5.2807 2.7142 1.1302
C -3.9777 2.6733 0.6599
C -1.8585 1.2411 -2.5362
C -0.9696 1.4635 -3.5906
C -0.7917 0.4919 -4.5620
C -1.5073 -0.6950 -4.4909
C -2.3820 -0.9275 -3.4375
C -2.5570 0.0350 -2.4573
H 0.1790 4.3043 -1.0403
H 0.6993 6.4646 -2.1257
H -0.8994 7.4596 -3.7187
H -3.0186 6.3044 -4.2344
H -3.5484 4.1581 -3.1653
H -4.6208 2.0636 -2.6237
H -6.9271 2.1667 -1.7797
H -7.3556 2.5726 0.6173
H -5.4720 2.8774 2.1817
H -3.1481 2.7931 1.3433
H -0.4397 2.4047 -3.6686
H -0.1156 0.6702 -5.3866
H -1.3884 -1.4417 -5.2644
H -2.9365 -1.8543 -3.3884
H -3.2501 -0.1428 -1.6437
C 0.9432 -2.8712 -2.1731
C 1.6567 -3.6968 -1.1190
C 3.1312 -3.8580 -1.4274
C 0.9877 -5.0464 -0.9137
O 1.5982 -2.9431 0.1339
Si 0.4527 -2.5807 1.1808
S 0.3969 -0.3075 1.0662
O 0.8073 -2.8450 2.7076
C 1.9898 -3.2924 3.4423
C 3.1079 -2.2974 3.1743
C 2.3548 -4.6864 2.9618
C 1.5782 -3.2944 4.9007
O -1.0339 -2.9373 0.7280
C -2.2600 -3.2525 1.4629
C -2.0545 -4.5608 2.2065
C -3.3331 -3.3832 0.3997
C -2.5506 -2.1020 2.4126
H 1.0032 -3.3670 -3.1424
H 1.3997 -1.8842 -2.2632
H -0.1087 -2.7469 -1.9126
H 3.2591 -4.4284 -2.3467
H 3.6377 -4.3876 -0.6206
H 3.6006 -2.8842 -1.5634
H 1.0533 -5.6338 -1.8294
H -0.0654 -4.9247 -0.6610
H 1.4825 -5.6048 -0.1182
H 3.3838 -2.3010 2.1181
H 3.9908 -2.5586 3.7574
H 2.7959 -1.2908 3.4586
H 2.5963 -4.6771 1.8984
H 1.5313 -5.3802 3.1339
H 3.2266 -5.0515 3.5040
H 1.2962 -2.2916 5.2212
H 2.4057 -3.6370 5.5208
H 0.7318 -3.9628 5.0571
H -1.8788 -5.3780 1.5067
H -2.9448 -4.7959 2.7890
H -1.2099 -4.4899 2.8922
H -3.0570 -4.1465 -0.3278
H -3.4713 -2.4347 -0.1201
H -4.2794 -3.6698 0.8576
H -1.7661 -2.0088 3.1654
H -3.4959 -2.2721 2.9276
H -2.6273 -1.1640 1.8581



Record 2
Below is a structure of composition C40H50CrGe2IN2O3S2 in a non-equilibrium geometry, with properties calculated with ωB97M-V/def2-TZVPD.

Properties
Charge   0
HOMO energy (spin up / spin down)   -7.79 / -7.63 eV
Total energy   -222640.3678 eV
2S+1   4
Energy above the lowest of the compared OMol25 structures with the same formula, charge and spin   0.0 kJ/mol
Frontier orbital gap (spin up / spin down)   0.2844 / 0.2753 Ha

Cartesian coordinates (Å):
Cr -0.2073 0.1031 1.5253
C 3.2610 -3.5253 0.5084
C 2.3089 -2.7891 1.4364
Ge 2.0173 -0.7958 1.1004
C 3.4636 0.1030 2.2089
C 4.8196 -0.5874 2.2102
C 2.7844 -0.5158 -0.7011
C 2.6106 0.4458 -1.6139
Ge 1.4779 2.1051 -1.2852
C -0.1954 2.2519 -2.4635
C -0.0662 1.8222 -3.9161
C 2.6044 3.8044 -1.0540
C 3.3691 4.3743 -2.2368
C 3.3047 0.4113 -2.9089
C 3.2103 1.4772 -3.7992
C 3.9087 1.4956 -4.9907
C 4.7031 0.4210 -5.3488
C 4.7769 -0.6700 -4.4976
C 4.0870 -0.6781 -3.3028
H 3.3273 -4.5782 0.7836
H 4.2569 -3.0944 0.5645
H 2.9095 -3.4655 -0.5187
H 2.6670 -2.8757 2.4630
H 1.3394 -3.2893 1.4101
H 3.1064 0.1778 3.2380
H 3.5854 1.1218 1.8339
H 4.7447 -1.5853 2.6384
H 5.5330 -0.0183 2.8080
H 5.2087 -0.6705 1.1972
H 3.4710 -1.3089 -0.9660
H -0.5271 3.2880 -2.4123
H -0.9420 1.6315 -1.9723
H 0.5291 2.5320 -4.4850
H -1.0567 1.7768 -4.3670
H 0.3862 0.8377 -4.0070
H 3.3037 3.5674 -0.2506
H 1.9269 4.5698 -0.6737
H 4.1296 3.6828 -2.5878
H 3.8640 5.3010 -1.9492
H 2.6973 4.5997 -3.0613
H 2.5735 2.3115 -3.5473
H 3.8434 2.3543 -5.6409
H 5.2581 0.4234 -6.2755
H 5.3841 -1.5256 -4.7585
H 4.1694 -1.5469 -2.6687
C -3.7516 -3.0728 3.8782
C -3.5848 -1.9429 2.8599
C -3.2599 -2.4492 1.4781
C -4.2671 -3.0758 0.7581
C -4.0548 -3.4928 -0.5398
C -2.8477 -3.2189 -1.1569
C -1.8132 -2.5894 -0.4767
C -0.5449 -2.2304 -1.2009
C -0.0845 -3.2553 -2.2311
C -2.0048 -2.2534 0.8747
N -0.9808 -1.6908 1.6600
C -0.6452 -2.3083 2.7713
C 0.0397 -1.5597 3.7277
C 0.3290 -1.7447 5.0928
C 0.6977 -0.4995 5.5747
C 0.6495 0.3899 4.4933
N 0.2697 -0.2437 3.3868
H -3.9565 -2.6493 4.8582
H -2.8489 -3.6763 3.9490
H -4.5760 -3.7249 3.5945
H -2.8190 -1.2416 3.2036
H -4.5260 -1.3864 2.7941
H -5.2184 -3.2518 1.2400
H -4.8343 -4.0101 -1.0781
H -2.7067 -3.5179 -2.1844
H 0.2554 -2.0750 -0.4728
H -0.7089 -1.2694 -1.7041
H -0.0331 -4.2454 -1.7833
H 0.9045 -2.9757 -2.5864
H -0.7532 -3.2885 -3.0864
H -0.9619 -3.3300 2.9611
H 0.2398 -2.6649 5.6381
H 0.9619 -0.2518 6.5845
H 0.8681 1.4455 4.4789
I -8.3789 1.9663 -1.0042
C -6.3499 1.6892 -0.4710
C -5.4562 1.2120 -1.4154
C -4.1373 1.0075 -1.0596
C -3.7233 1.2750 0.2414
C -4.6290 1.7774 1.1747
C -5.9463 1.9862 0.8205
C -2.3426 0.9776 0.6848
O -2.0394 1.1378 1.8914
O -1.4658 0.5372 -0.1134
H -5.7879 0.9955 -2.4183
H -3.4225 0.6271 -1.7744
H -4.2791 1.9863 2.1755
H -6.6494 2.3687 1.5436
C -1.4686 4.9838 -0.0164
O -0.5689 3.8858 -0.0105
C -0.1216 3.4684 1.1741
S -0.4609 4.1366 2.6161
S 0.9529 2.0923 1.0120
H -1.9192 5.0114 -1.0067
H -0.9350 5.9193 0.1787
H -2.2314 4.8398 0.7543



Record 3
Below is a cluster of 10 separate species, C40H50F30O20 in total in a non-equilibrium geometry, with properties calculated with ωB97M-V/def2-TZVPD.

Properties
Charge   0
Structure (SMILES)   CCOC(=O)C(F)(F)F.CCOC(=O)C(F)(F)F.CCOC(=O)C(F)(F)F.CCOC(=O)C(F)(F)F.CCOC(=O)C(F)(F)F.CCOC(=O)C(F)(F)F.CCOC(=O)C(F)(F)F.CCOC(=O)C(F)(F)F.CCOC(=O)C(F)(F)F.CCOC(=O)C(F)(F)F
HOMO energy   -10.90 eV
Total energy   -164769.0838 eV
2S+1   1
Energy above the lowest of the compared OMol25 structures with the same formula, charge and spin   68.1 kJ/mol
Frontier orbital gap   0.4121 Ha

Cartesian coordinates (Å):
C -10.7591 4.2964 1.6538
C -10.7996 2.9833 2.3955
O -9.6311 2.2018 2.1806
C -8.6272 2.3816 3.0285
O -8.6568 3.0010 4.0473
C -7.3189 1.7291 2.5090
F -6.9913 0.6823 3.2800
F -7.4363 1.3102 1.2469
F -6.3577 2.6541 2.5764
H -10.7342 4.0996 0.5773
H -9.8438 4.8662 1.8297
H -11.6187 4.9136 1.8988
H -11.6686 2.4027 2.0824
H -10.9822 3.1303 3.4632
C 1.0438 0.5989 0.4793
C 0.2306 0.8495 1.7375
O -1.1430 0.6068 1.4634
C -1.8315 1.4930 0.7805
O -1.4224 2.5117 0.3069
C -3.2920 1.0412 0.5820
F -3.5285 0.9231 -0.7305
F -3.5238 -0.1337 1.1486
F -4.1308 1.9328 1.0987
H 2.1240 0.7241 0.5732
H 0.7788 1.3525 -0.2640
H 0.8547 -0.3986 0.0818
H 0.3813 1.8700 2.0933
H 0.5396 0.1795 2.5353
C 4.9275 2.1360 -0.7412
C 6.3084 1.9957 -0.1779
O 7.3740 2.1368 -1.1272
C 7.5445 3.3209 -1.6654
O 7.0080 4.3436 -1.3666
C 8.6125 3.2667 -2.7942
F 8.2206 4.0573 -3.7932
F 9.7795 3.7687 -2.3286
F 8.8441 2.0473 -3.2423
H 4.6651 1.4937 -1.5829
H 4.6687 3.1499 -1.0574
H 4.2178 1.9405 0.0650
H 6.4548 1.0326 0.3053
H 6.4613 2.7430 0.6085
C -8.5504 -3.7160 5.2710
C -7.2428 -2.9717 5.3055
O -6.3222 -3.5353 4.3396
C -6.3708 -3.0438 3.1203
O -7.1198 -2.2054 2.7070
C -5.3437 -3.7176 2.1851
F -4.3443 -4.3037 2.8466
F -5.9809 -4.6598 1.4673
F -4.8278 -2.8371 1.3438
H -8.9793 -3.6150 4.2691
H -9.2941 -3.1343 5.8294
H -8.4976 -4.7416 5.6118
H -6.7305 -3.0311 6.2621
H -7.3750 -1.9166 5.0679
C 2.8912 -0.8242 -2.6946
C 2.2280 -1.5669 -3.8133
O 3.2417 -2.0880 -4.7271
C 2.8111 -2.5650 -5.8641
O 1.6827 -2.7118 -6.2212
C 3.9903 -2.8613 -6.8174
F 3.5544 -3.3492 -7.9690
F 4.6446 -1.7125 -7.0816
F 4.8682 -3.7234 -6.2915
H 3.3011 0.1317 -3.0124
H 3.6940 -1.3928 -2.2172
H 2.1684 -0.6496 -1.8963
H 1.5866 -0.9192 -4.4059
H 1.6775 -2.4335 -3.4519
C -1.3030 -7.0279 -3.0978
C -1.7884 -6.5035 -1.7609
O -1.3271 -5.1546 -1.6485
C -1.7630 -4.4676 -0.6123
O -2.4214 -4.8866 0.2948
C -1.3817 -2.9799 -0.7193
F -1.0214 -2.4869 0.4644
F -0.3681 -2.7866 -1.5766
F -2.4363 -2.2953 -1.1554
H -1.4203 -8.1101 -3.1445
H -0.2451 -6.8003 -3.2330
H -1.8530 -6.5788 -3.9233
H -1.4457 -7.1348 -0.9438
H -2.8799 -6.4983 -1.7577
C 6.2718 5.5397 4.5117
C 5.2758 5.0633 3.4879
O 4.9206 3.7145 3.8262
C 4.1369 3.0615 3.0060
O 3.7278 3.4293 1.9450
C 3.7023 1.7021 3.5904
F 4.5188 1.2970 4.5639
F 2.4611 1.7903 4.0916
F 3.6509 0.7672 2.6385
H 5.8212 5.7297 5.4852
H 6.7927 6.4314 4.1698
H 7.0185 4.7618 4.6870
H 5.6720 5.1118 2.4720
H 4.3875 5.6991 3.4660
C 5.3121 5.9167 -3.7371
C 3.8471 6.1683 -4.0251
O 2.9738 5.3425 -3.2592
C 2.8771 4.0720 -3.5772
O 3.5420 3.4665 -4.3679
C 1.7259 3.3965 -2.8078
F 0.6576 3.2720 -3.5900
F 2.1046 2.1796 -2.4052
F 1.3773 4.0905 -1.7167
H 5.9767 6.5532 -4.3199
H 5.5578 4.8861 -3.9838
H 5.5427 6.0956 -2.6865
H 3.6703 6.0071 -5.0925
H 3.5708 7.1985 -3.8181
C -2.5616 -2.9626 -7.1683
C -2.8076 -3.2158 -5.6957
O -3.0009 -1.9842 -5.0001
C -1.9266 -1.4414 -4.4632
O -0.8015 -1.8225 -4.5699
C -2.2488 -0.1356 -3.7221
F -1.9333 0.9110 -4.5263
F -3.5505 0.0120 -3.4582
F -1.5343 0.0087 -2.6160
H -2.2924 -3.8961 -7.6658
H -1.7250 -2.2764 -7.2940
H -3.4581 -2.5875 -7.6580
H -2.0113 -3.8320 -5.2834
H -3.7363 -3.7765 -5.5930
C 1.7417 -2.1439 4.1757
C 3.2098 -2.0825 4.5315
O 3.3933 -2.3139 5.9398
C 3.6626 -3.5435 6.3344
O 3.8604 -4.4921 5.6367
C 3.6609 -3.6254 7.8729
F 4.6643 -4.3906 8.3004
F 3.7572 -2.4289 8.4530
F 2.5063 -4.1853 8.2623
H 1.2301 -1.2324 4.4797
H 1.2730 -3.0050 4.6501
H 1.6295 -2.2560 3.0959
H 3.6178 -1.0945 4.3413
H 3.8395 -2.7804 3.9800



Record 4
Below is a cluster of 10 separate species, C40H50F30O20 in total in a non-equilibrium geometry, with properties calculated with ωB97M-V/def2-TZVPD.

Properties
Charge   +1
HOMO energy (spin up / spin down)   -12.43 / -12.43 eV
Total energy   -164753.9532 eV
2S+1   2
Energy above the lowest of the compared OMol25 structures with the same formula, charge and spin   0.0 kJ/mol
Frontier orbital gap (spin up / spin down)   0.2413 / 0.0583 Ha

Cartesian coordinates (Å):
C 0.7615 -1.0072 -1.9977
C -0.4169 -0.3849 -1.2138
O -0.2779 -0.5849 0.1713
C -0.9741 0.2767 1.0110
O -1.6497 1.1991 0.6318
C -0.8575 -0.0913 2.5452
F -0.5543 1.0357 3.2209
F -2.0353 -0.5607 3.0114
F 0.0719 -1.0275 2.7090
H 1.7177 -0.5947 -1.6757
H 0.8187 -0.7879 -3.0639
H 0.7855 -2.0705 -1.7590
H -1.3545 -0.8088 -1.5736
H -0.3908 0.6764 -1.4609
C -2.0355 1.4689 6.1432
C -1.8409 2.2668 7.4125
O -2.3309 1.4618 8.4662
C -2.2517 1.9474 9.7823
O -1.5320 2.8777 10.1306
C -3.1814 1.2685 10.7583
F -2.4576 0.5120 11.5792
F -3.7218 2.1572 11.5374
F -4.1284 0.5803 10.0758
H -3.0549 1.1505 5.9255
H -1.4635 0.5411 6.1417
H -1.7546 2.0694 5.2779
H -2.2395 3.2800 7.3614
H -0.7842 2.4850 7.5669
C 3.5388 -2.0253 -4.2394
C 3.4675 -3.4622 -4.0046
O 2.1419 -3.7641 -3.8553
C 1.4926 -4.4248 -4.8252
O 2.0005 -4.8450 -5.8538
C -0.0102 -4.7555 -4.5195
F -0.3220 -4.6021 -3.2249
F -0.8049 -4.0145 -5.2403
F -0.2088 -6.0551 -4.8445
H 3.1252 -1.6592 -5.1790
H 4.6082 -1.8233 -4.3006
H 3.1046 -1.4308 -3.4356
H 4.0092 -3.6000 -3.0688
H 4.0231 -4.0658 -4.7223
C 0.4702 4.3787 -4.6812
C 0.3378 3.0226 -5.3369
O 1.6066 2.6500 -5.8924
C 2.5396 1.9541 -5.1902
O 2.3245 1.5345 -4.0731
C 3.8651 1.7151 -5.9747
F 3.6543 1.9030 -7.2549
F 4.7363 2.5888 -5.5806
F 4.2929 0.5074 -5.6816
H -0.5171 4.7064 -4.3557
H 0.8465 5.1269 -5.3789
H 1.0462 4.3934 -3.7559
H -0.4030 3.1073 -6.1319
H -0.0261 2.2375 -4.6741
C 4.5250 2.2497 -1.5046
C 3.2201 2.2005 -0.6995
O 3.4987 1.7689 0.7002
C 3.0797 0.5919 1.2290
O 2.4398 -0.2287 0.6014
C 3.4673 0.3939 2.6936
F 3.7748 -0.8541 2.8756
F 4.5734 1.1324 3.0261
F 2.4523 0.6307 3.5222
H 4.4432 2.2486 -2.5916
H 5.1073 1.3496 -1.3073
H 5.1746 3.0772 -1.2193
H 2.5117 1.5153 -1.1651
H 2.6067 3.1003 -0.6536
C 2.5030 -3.6121 1.1141
C 1.7137 -4.4427 0.0678
O 2.6115 -5.2049 -0.7730
C 2.1565 -6.3249 -1.4716
O 0.9856 -6.7345 -1.5355
C 3.3000 -7.1641 -2.0102
F 4.4767 -6.7273 -1.5332
F 3.1081 -8.4332 -1.7040
F 3.3064 -7.0812 -3.3479
H 3.4433 -3.1833 0.7675
H 2.6310 -4.1486 2.0542
H 1.8675 -2.7764 1.4071
H 1.0570 -3.8067 -0.5257
H 1.0941 -5.1264 0.6482
C -1.0772 -2.0637 5.8057
C -0.3123 -3.0948 6.7585
O 0.4219 -3.9864 5.8919
C 0.8484 -5.1930 6.3104
O 0.7864 -5.5739 7.4563
C 1.5433 -6.0865 5.2046
F 2.8563 -6.2137 5.5095
F 1.0245 -7.3235 5.1662
F 1.4562 -5.4578 4.0537
H -1.5695 -2.6724 5.0472
H -0.2486 -1.4801 5.4046
H -1.9135 -1.6161 6.3426
H -1.0607 -3.6581 7.3159
H 0.2964 -2.5334 7.4673
C -4.5000 3.3338 1.8451
C -3.6975 2.5890 2.9662
O -4.5618 2.3189 4.0581
C -4.9068 3.2493 5.0603
O -4.5307 4.4275 5.1097
C -5.9178 2.6806 6.0738
F -6.6762 1.6746 5.6016
F -5.2789 2.1792 7.1469
F -6.7164 3.6783 6.5404
H -4.3607 4.3985 2.0328
H -5.5794 3.1951 1.7844
H -4.0834 3.1161 0.8617
H -2.7198 3.0028 3.2132
H -3.4670 1.5939 2.5859
C -3.1870 2.3938 -2.3899
C -3.2003 3.9423 -2.3285
O -1.9608 4.2611 -1.8785
C -1.6096 5.4246 -1.2424
O -2.4167 6.3230 -1.1038
C -0.1010 5.5634 -0.8639
F 0.6205 4.5289 -1.2646
F 0.2802 6.5785 -1.6537
F 0.1466 5.8064 0.4235
H -3.9000 1.9751 -3.1002
H -3.5164 2.0089 -1.4248
H -2.2532 1.9744 -2.7643
H -3.9697 4.2974 -1.6428
H -3.3899 4.3852 -3.3062
C -0.6086 1.5678 -8.7686
C 0.0099 0.4480 -7.9319
O -0.9464 0.1204 -6.9002
C -0.5765 -0.6773 -5.8700
O 0.5340 -1.2967 -5.7184
C -1.7156 -0.6885 -4.7715
F -2.9061 -0.3774 -5.2862
F -1.8572 -1.9529 -4.1449
F -1.4369 0.2389 -3.8831
H -1.4409 1.1532 -9.3374
H 0.2097 1.7823 -9.4560
H -0.9229 2.3742 -8.1060
H 0.9503 0.7739 -7.4874
H 0.1735 -0.4572 -8.5166